*i*
CH14N2O5 | ωB97M-V with the def2-TZVPD basis set

Results
Charge: 0
HOMO energy: -9.898 eV
Lowest unoccupied orbital energy: -5.18 eV

Last columns: bonded neighbours and bond lengths (Å).
CARTESIAN COORDINATES (ANGSTROEM)
1 N -2.32290 0.57100 0.32072  C2 1.435, H4 1.022, H21 1.027
2 C -0.98364 0.46152 -0.18348  N1 1.435, N3 1.447, H5 1.136, H6 1.106
3 N -0.94213 -0.87549 -0.73640  C2 1.447, H7 1.025, H14 1.028
4 H -2.68836 -0.37334 0.45954  N1 1.022
5 H -0.85035 1.15907 -1.07027  C2 1.136
6 H -0.24374 0.86728 0.53189  C2 1.106
7 H -0.27098 -1.44684 -0.21279  N3 1.025
8 H 1.04212 1.51654 -2.96539  O10 0.965
9 H 1.47558 0.34255 0.71555  O16 0.985
10 O 1.00368 1.07606 -2.10757  H8 0.965
11 H 1.34680 1.18126 -0.54966  O16 0.974
12 H 2.71892 -1.40121 -1.77456  O13 0.966
13 O 1.75999 -1.32611 -1.85922  H12 0.966, H15 1.017
14 H -0.37528 -0.73847 -1.58299  N3 1.028
15 H 1.56799 -0.34671 -2.05355  O13 1.017
16 O 1.58419 1.26574 0.39101  H9 0.985, H11 0.974
17 H -0.40060 -0.25776 2.29307  O22 1.022
18 H 1.19965 -1.71074 1.62438  O19 0.963
19 O 0.50130 -1.07703 1.42692  H18 0.963
20 H -1.56177 -0.19017 3.43339  O22 0.959
21 H -2.36183 1.04333 1.23167  N1 1.027
22 O -1.19864 0.25949 2.66773  H17 1.022, H20 0.959


*ii*
CH14N2O5 | ωB97M-V with the def2-TZVPD basis set

Results
Charge: 0
HOMO energy: -9.235 eV
SMILES: [H]/N=C/N.O.O.O.O.O
Lowest unoccupied orbital energy: 0.62 eV

Last columns: bonded neighbours and bond lengths (Å).
CARTESIAN COORDINATES (ANGSTROEM)
1 H -0.28859 -2.68599 0.97471  N2 1.002
2 N -0.52640 -2.08706 0.20764  H1 1.002, C3 1.340
3 C -1.82661 -1.84451 -0.00464  N2 1.340, N4 1.411, H5 1.139
4 N -2.19056 -0.97694 -1.05677  C3 1.411, H6 0.985, H7 1.000
5 H -2.77793 -2.17841 0.52500  C3 1.139
6 H -2.92235 -0.33850 -0.89168  N4 0.985
7 H -1.45067 -0.85179 -1.71839  N4 1.000
8 O 0.77139 1.81662 1.45382  H9 1.000, H10 1.027
9 H 0.52619 2.09022 2.38377  O8 1.000
10 H 1.10612 0.86350 1.63972  O8 1.027
11 O 0.68061 1.75433 -1.56036  H12 0.988, H13 0.865
12 H 1.02912 0.84629 -1.38543  O11 0.988
13 H 0.52185 1.92597 -0.72725  O11 0.865
14 O 2.15166 -0.43289 1.86647  H15 0.978, H16 1.001
15 H 2.92872 0.10977 1.62353  O14 0.978
16 H 1.88750 -1.05257 1.12661  O14 1.001
17 O -2.00372 1.67100 -0.37688  H18 0.897, H19 0.980
18 H -2.44011 2.16956 -0.98125  O17 0.897
19 H -1.59664 2.44765 0.06046  O17 0.980
20 O 2.16189 -0.82794 -0.80322  H21 0.955, H22 0.948
21 H 2.90486 -1.16399 -1.29944  O20 0.955
22 H 1.35368 -1.25431 -1.05642  O20 0.948


Stability summary: most stable *ii*, least stable *i*.